No. 1
The following is a DFT calculation (wB97M-V/def2-TZVPD) of a gas-phase ion, C6H8Cl3N2 (charge +1) at a distorted geometry.

CARTESIAN COORDINATES (ANGSTROEM)
1 C 1.740 0.689 0.269
2 C 2.346 -0.549 0.135
3 C 0.200 -0.822 0.411
4 C -1.063 2.137 -0.590
5 C 1.616 -2.952 0.245
6 C -0.642 1.528 0.723
7 N 0.417 0.498 0.498
8 N 1.367 -1.521 0.279
9 Cl 2.334 2.281 0.431
10 Cl 3.941 -0.912 -0.279
11 Cl -1.230 -1.578 0.501
12 H -0.193 2.574 -1.186
13 H -1.942 2.847 -0.349
14 H -1.368 1.420 -1.268
15 H 2.703 -3.133 0.182
16 H 1.212 -3.585 1.137
17 H 1.229 -3.433 -0.551
18 H -1.551 0.966 1.302
19 H -0.103 2.158 1.418

Results
* energy above the lowest of the compared OMol25 structures with the same formula, charge and spin: 0.0 kJ/mol
* net charge: +1
* SMILES string: CCn1c(Cl)c(Cl)[n+](C)c1Cl
* DFT total energy: -46891.754 eV
* M: 214.50 g mol⁻¹
* HOMO level: -13.1 eV

No. 2
The following is a DFT calculation (wB97M-V/def2-TZVPD) of 6 unconnected molecules or ions with the total composition C20H56N4O8 at a distorted geometry.

CARTESIAN COORDINATES (ANGSTROEM)
1 C -0.814 -1.287 2.386
2 C -1.047 -0.216 1.345
3 O -1.233 1.047 1.975
4 O -1.892 -1.224 3.348
5 H 0.116 -1.269 2.953
6 H -0.951 -2.224 1.850
7 H -1.994 -0.489 0.874
8 H -0.191 -0.220 0.663
9 H -1.533 1.695 1.333
10 H -1.897 -0.315 3.662
11 C 1.104 -0.136 -2.785
12 C 2.244 -0.744 -3.593
13 O 1.853 -2.068 -3.989
14 O 0.687 -1.062 -1.795
15 H 0.278 0.175 -3.438
16 H 1.456 0.748 -2.253
17 H 3.052 -0.822 -2.849
18 H 2.576 -0.158 -4.447
19 H 2.233 -2.172 -4.865
20 H 0.434 -1.859 -2.275
21 C 2.811 -2.033 0.791
22 C 3.486 -3.314 0.317
23 C 3.172 -3.673 -1.143
24 O 2.886 -5.077 -1.190
25 C 2.492 -5.471 -2.483
26 N 4.947 -3.186 0.568
27 H 3.058 -1.920 1.844
28 H 1.732 -2.138 0.655
29 H 3.080 -1.163 0.190
30 H 3.104 -4.189 0.848
31 H 4.055 -3.551 -1.787
32 H 2.321 -3.141 -1.578
33 H 1.562 -4.952 -2.760
34 H 2.270 -6.536 -2.504
35 H 3.253 -5.226 -3.233
36 H 5.445 -3.695 -0.157
37 H 5.197 -2.220 0.365
38 C -0.625 7.780 -3.849
39 C -0.277 6.322 -3.526
40 C -0.347 6.082 -2.056
41 O 0.231 4.801 -1.784
42 C 0.114 4.437 -0.430
43 N -1.180 5.438 -4.268
44 H -1.654 8.061 -3.616
45 H -0.471 7.959 -4.917
46 H 0.027 8.498 -3.344
47 H 0.747 6.230 -3.911
48 H -1.397 6.085 -1.729
49 H 0.204 6.824 -1.471
50 H 0.240 5.246 0.290
51 H 0.745 3.573 -0.220
52 H -0.893 4.000 -0.296
53 H -0.996 4.488 -3.957
54 H -0.958 5.466 -5.255
55 C -2.275 4.077 2.305
56 C -2.762 4.991 3.426
57 C -2.359 4.459 4.776
58 O -3.026 5.202 5.773
59 C -2.842 4.697 7.079
60 N -2.204 6.339 3.217
61 H -2.587 3.040 2.479
62 H -1.191 4.140 2.243
63 H -2.761 4.264 1.344
64 H -3.859 4.977 3.413
65 H -1.265 4.557 4.916
66 H -2.521 3.378 4.880
67 H -2.656 5.536 7.751
68 H -1.989 4.015 7.148
69 H -3.731 4.156 7.416
70 H -1.907 6.708 4.114
71 H -2.908 6.991 2.895
72 C -0.662 -4.693 0.629
73 C -0.458 -6.197 0.638
74 C -1.369 -6.971 -0.286
75 O -1.270 -6.502 -1.644
76 C -0.901 -7.487 -2.561
77 N 0.959 -6.591 0.605
78 H -1.653 -4.413 1.000
79 H -0.700 -4.279 -0.388
80 H 0.107 -4.188 1.211
81 H -0.834 -6.502 1.632
82 H -2.399 -6.747 0.008
83 H -1.185 -8.044 -0.213
84 H 0.139 -7.824 -2.416
85 H -0.963 -7.052 -3.557
86 H -1.519 -8.390 -2.494
87 H 1.178 -7.089 -0.257
88 H 1.513 -5.759 0.414

Results
* energy above the lowest of the compared OMol25 structures with the same formula, charge and spin: 556.4 kJ/mol
* net charge: 0
* SMILES string: COC[C@H](C)N.COC[C@H](C)N.COC[C@H](C)N.COC[C@H](C)N.OCCO.OCCO
* DFT total energy: -43984.621 eV
* M: 480.69 g mol⁻¹
* HOMO level: -9.0 eV

No. 3
The following is a DFT calculation (wB97M-V/def2-TZVPD) of 2 unconnected molecules or ions with the total composition C18H31NO9S at a distorted geometry.

CARTESIAN COORDINATES (ANGSTROEM)
1 C 4.521 -5.560 0.696
2 C 4.930 -4.011 0.460
3 O 5.526 -3.451 1.410
4 O 4.561 -3.400 -0.755
5 C 5.328 -2.196 -1.023
6 C 4.654 -0.959 -0.247
7 C 4.023 0.166 -1.201
8 C 2.456 0.433 -0.989
9 C 1.987 0.521 0.529
10 C 0.619 0.348 0.866
11 C -0.606 0.085 -0.106
12 C -1.720 -0.916 0.491
13 C -1.065 -2.393 0.484
14 C -2.067 -3.395 -0.309
15 S -1.454 -3.668 -2.034
16 O 0.024 -3.906 -2.077
17 O -1.755 -2.409 -2.831
18 O -2.324 -4.912 -2.759
19 C 0.570 0.476 2.449
20 O -0.357 0.153 3.218
21 O 1.805 0.987 2.928
22 C 2.778 0.805 1.872
23 O 3.981 0.925 2.126
24 H 4.049 -5.626 1.743
25 H 5.511 -6.133 0.663
26 H 3.773 -5.882 -0.098
27 H 5.442 -2.018 -2.156
28 H 6.408 -2.291 -0.632
29 H 3.939 -1.378 0.537
30 H 5.495 -0.442 0.348
31 H 4.138 -0.228 -2.282
32 H 4.612 1.157 -1.194
33 H 2.200 1.426 -1.509
34 H 1.880 -0.379 -1.546
35 H -0.281 -0.201 -1.174
36 H -1.143 1.103 -0.230
37 H -2.117 -0.602 1.511
38 H -2.584 -0.898 -0.271
39 H -0.054 -2.334 -0.045
40 H -0.928 -2.713 1.581
41 H -3.137 -2.994 -0.296
42 H -2.043 -4.404 0.243
43 H -3.090 -5.154 -2.189
44 C -5.128 5.663 -0.036
45 C -4.358 5.068 1.140
46 C -2.950 4.558 0.768
47 O -2.938 3.321 0.061
48 C -3.221 3.431 -1.324
49 N -5.169 4.007 1.752
50 H -5.543 4.901 -0.697
51 H -5.970 6.258 0.327
52 H -4.489 6.321 -0.632
53 H -4.229 5.867 1.878
54 H -2.401 4.371 1.696
55 H -2.380 5.319 0.220
56 H -2.825 4.355 -1.755
57 H -4.298 3.363 -1.494
58 H -2.757 2.584 -1.835
59 H -4.703 3.687 2.599
60 H -5.127 3.197 1.133

Results
* net charge: 0
* SMILES string: CC(=O)OCCCCC1=C(CCCCS(=O)(=O)O)C(=O)OC1=O.COC[C@@H](C)N
* DFT total energy: -49916.855 eV
* M: 437.51 g mol⁻¹
* HOMO level: -9.4 eV

No. 4
The following is a DFT calculation (wB97M-V/def2-TZVPD) of C4H5N3 in the gas phase.

CARTESIAN COORDINATES (ANGSTROEM)
1 N 0.477 1.255 0.922
2 C 0.224 0.236 -0.072
3 C 1.698 0.252 0.173
4 N -0.239 0.451 -1.406
5 C -0.971 -0.578 -1.615
6 N -1.235 -1.455 -0.515
7 C -0.576 -0.909 0.438
8 H 0.732 2.182 0.621
9 H -0.090 1.228 1.768
10 H 1.933 -0.654 0.765
11 H -1.385 -0.821 -2.586
12 H -0.553 -1.292 1.460

Results
* energy above the lowest of the compared OMol25 structures with the same formula, charge and spin: 486.8 kJ/mol
* net charge: 0
* DFT total energy: -8694.767 eV
* M: 95.10 g mol⁻¹
* HOMO level: -8.6 eV